Molecular formula: C10H16O
Method: DFT, ωB97M-V with the def2-TZVPD basis set

Results
Structure (SMILES): CCc1ccc(O)cc1.CC
ΔE to the lowest compared entry with this formula, charge and spin, kcal per mole: 27.3
Highest occupied orbital energy, eV: -8.5
Net charge: 0

Last column: Mulliken charge in e.
Cartesian coordinates (Å):
1 C 0.508 -2.486 2.016  -0.64
2 H -1.142 1.581 -5.145  0.32
3 H -1.555 -2.767 1.219  0.33
4 H -0.570 -1.242 -0.116  0.37
5 C 1.069 -0.054 2.562  -0.45
6 O -0.228 3.014 1.019  -0.52
7 C -0.041 1.521 -3.240  -0.74
8 C -0.191 0.799 0.271  -0.31
9 H 0.568 2.430 -3.210  0.33
10 H 0.569 0.752 -2.759  0.27
11 H 1.358 2.094 2.991  0.36
12 C 0.217 1.732 1.230  0.53
13 C -0.441 0.960 -4.590  -0.99
14 H -0.934 -0.001 -4.438  0.28
15 C 0.960 1.343 2.327  -0.66
16 C -0.932 -2.973 2.092  -1.17
17 C 0.563 -1.003 1.710  0.35
18 H 1.067 -2.720 2.919  0.35
19 C -0.072 -0.534 0.531  -0.44
20 H -1.521 -2.483 2.861  0.33
21 H 0.395 3.680 1.258  0.32
22 H -0.918 1.790 -2.655  0.25
23 H -0.641 1.176 -0.638  0.35
24 H 0.975 -3.068 1.212  0.26
25 H 1.531 -0.241 3.526  0.29
26 H 0.466 0.755 -5.162  0.29
27 H -1.061 -4.055 2.210  0.35

Molecular formula: C48H25AsF18GaGeN2O3S2
Method: DFT, ωB97M-V with the def2-TZVPD basis set

Results
ΔE to the lowest compared entry with this formula, charge and spin, kcal per mole: 0.0
Highest occupied orbital energy, eV: -9.7
Net charge: +1

Last column: Mulliken charge in e.
Cartesian coordinates (Å):
1 H 0.319 -3.200 -0.748  0.50
2 H -0.311 2.224 3.947  0.44
3 H 0.854 -2.567 2.502  0.92
4 C -4.118 2.097 1.066  -0.59
5 F -4.602 -4.694 -3.142  -0.26
6 H -1.010 0.839 -3.090  0.25
7 O -6.325 4.734 -1.290  -0.68
8 C -0.068 -0.758 6.391  -0.77
9 H -1.019 -5.147 -1.535  0.57
10 C -4.978 2.004 2.150  -0.88
11 H 0.099 1.829 -2.342  0.36
12 F 2.481 -1.260 -6.804  -0.28
13 C -0.323 0.084 4.167  0.25
14 C -0.009 0.543 6.871  -0.52
15 C -0.239 1.392 4.638  -0.35
16 C -2.890 1.452 1.117  1.08
17 H -4.332 -2.477 -2.086  0.57
18 H -0.057 2.633 6.370  0.43
19 H -3.314 -1.804 1.868  0.46
20 As -0.798 -0.142 2.300  0.55
21 F 4.756 0.081 -6.219  -0.27
22 H -3.075 0.117 4.231  0.54
23 H -1.847 -5.830 1.902  0.48
24 F 5.165 1.028 -3.717  -0.30
25 H -2.205 1.542 0.269  -0.66
26 H -0.276 -2.010 4.661  0.43
27 C 4.038 0.376 -3.998  0.97
28 Ge 3.382 0.826 -1.130  -0.48
29 C -4.606 1.284 3.282  -0.85
30 C 5.715 -2.537 -0.048  0.02
31 Ga -0.138 0.137 -0.356  2.28
32 C 4.727 2.213 -0.948  0.23
33 O -4.811 6.322 -2.395  -0.66
34 H -0.014 -1.595 7.075  0.44
35 F 7.209 5.420 -0.393  -0.26
36 F 1.740 -1.530 0.309  0.86
37 F 1.032 -0.807 -2.376  0.34
38 C 5.584 2.268 0.137  -0.04
39 H -5.025 3.142 -2.909  0.49
40 H -3.254 1.445 -3.359  0.43
41 C -0.375 -4.298 2.205  -1.23
42 C -4.057 3.205 -2.429  -0.73
43 F 2.591 -3.943 1.114  -0.25
44 C 3.070 -1.829 0.195  0.41
45 C 5.262 -1.309 -0.492  0.89
46 C -1.455 -4.159 -1.487  -1.10
47 H -5.932 2.512 2.118  0.49
48 F 7.258 3.373 1.367  -0.28
49 F -2.898 -6.017 -2.978  -0.26
50 C -0.094 1.619 5.996  -0.71
51 H -5.277 1.220 4.129  0.44
52 C 4.702 3.290 -1.820  0.16
53 C -2.717 -3.870 1.848  -0.73
54 C -3.372 0.657 3.340  -0.44
55 C 3.939 -0.914 -0.361  -0.58
56 C -2.491 -2.505 1.960  -0.53
57 F -4.188 -5.699 -1.272  -0.24
58 C 6.409 4.387 -0.576  0.51
59 C -1.206 -2.032 2.201  0.76
60 H -0.610 3.515 -0.675  0.33
61 F 6.116 -0.479 -1.093  -0.37
62 C -3.310 -2.668 -1.792  -1.20
63 F 5.211 -4.619 0.912  -0.29
64 N -0.822 1.400 -2.264  0.05
65 H 0.095 0.721 7.933  0.40
66 C -3.066 2.271 -2.677  -0.68
67 F 5.494 5.403 -2.488  -0.27
68 H -2.398 5.204 -0.236  0.53
69 C 2.682 -0.797 -5.586  0.47
70 C -1.576 3.438 -1.164  -0.19
71 C 1.976 -0.532 -3.333  -0.24
72 H 0.449 -4.994 2.298  0.51
73 C -0.148 -2.934 2.314  -0.64
74 C -1.830 2.392 -2.049  0.28
75 F 3.809 3.267 -2.819  -0.36
76 C -1.663 -4.765 1.973  -0.78
77 C -2.767 -3.942 -1.874  0.47
78 C -0.215 -0.997 5.032  -0.03
79 C 6.439 3.335 0.326  0.20
80 H -4.392 2.684 0.200  0.25
81 C -2.516 0.724 2.241  -0.12
82 C 1.733 -1.012 -4.601  -0.40
83 C 3.844 -0.107 -5.281  -0.02
84 C 5.537 4.375 -1.654  0.24
85 C -0.712 -3.079 -1.055  -0.40
86 F 5.553 1.272 1.033  -0.34
87 C 4.812 -3.427 0.510  0.49
88 H -2.870 -0.631 -1.267  0.48
89 F 0.605 -1.669 -4.865  -0.27
90 H -3.720 -4.239 1.669  0.52
91 N -1.222 -1.850 -0.993  0.48
92 C -2.562 4.374 -0.911  -0.62
93 S 1.610 1.749 -0.249  -0.46
94 C -3.804 4.227 -1.520  -0.33
95 C 3.479 -3.075 0.622  -0.37
96 C -2.497 -1.647 -1.347  -0.17
97 F 6.985 -2.881 -0.176  -0.27
98 C 3.103 0.185 -2.991  0.23
99 S -5.090 5.489 -1.240  1.30
100 C -3.622 -5.100 -2.332  0.62
101 O -4.748 6.057 0.047  -0.69

Molecular formula: C36H86O18
Method: DFT, ωB97M-V with the def2-TZVPD basis set

Results
Structure (SMILES): O=C1CCCO1.COCCOC.COCCOC.COCCOC.COCCOC.COCCOC.COCCOC.COCCOC.COCCOC
Highest occupied orbital energy, eV: -9.4
Net charge: 0

Last column: Mulliken charge in e.
Cartesian coordinates (Å):
1 C -6.664 -0.090 -4.791  -0.46
2 C 5.513 3.674 3.534  -0.57
3 H 4.560 6.013 -3.292  0.29
4 C -6.177 -0.414 -3.350  -0.56
5 H -0.330 1.991 0.511  0.28
6 H -2.903 8.231 0.056  0.28
7 H 6.074 6.560 6.261  0.27
8 H -6.942 9.153 -1.549  0.30
9 H -1.527 7.036 0.232  0.23
10 O 4.589 8.120 -3.752  -0.30
11 H -3.683 -1.742 4.474  0.30
12 H 4.933 7.746 -5.667  0.36
13 H -0.696 -5.491 -6.911  0.22
14 C 6.140 6.016 5.319  -0.68
15 H 0.193 -7.720 6.892  0.32
16 H 4.731 -7.742 -1.880  0.25
17 H -3.583 5.543 -1.072  0.30
18 H -6.584 0.974 -5.010  0.32
19 H -1.054 -3.762 -6.608  0.27
20 H 2.289 -8.694 0.537  0.34
21 C -0.395 -4.596 -6.366  -0.65
22 O 5.071 2.964 4.689  -0.31
23 H 2.604 -3.285 -6.626  0.29
24 H 6.574 1.695 5.205  0.29
25 C 0.173 0.583 2.133  -0.44
26 O -2.502 7.207 -1.662  -0.34
27 H -5.887 6.726 -1.224  0.47
28 O -6.146 0.750 -2.523  -0.31
29 H 5.044 1.086 5.504  0.25
30 H 6.743 9.397 -6.000  0.37
31 H 3.915 5.090 3.024  0.32
32 H 1.159 -7.896 -1.801  0.22
33 H -0.675 -5.932 5.401  0.37
34 H 1.407 -4.991 5.821  0.28
35 H -0.925 -7.029 4.163  0.31
36 H -0.460 -10.618 -3.461  0.27
37 H -5.280 -4.973 5.511  0.24
38 O -2.338 -1.132 6.605  -0.23
39 C -3.716 -0.864 6.409  -0.55
40 H -5.357 -1.479 5.125  0.36
41 H 5.536 1.096 3.801  0.31
42 H -3.862 0.071 5.868  0.33
43 H -5.232 -0.956 -3.385  0.47
44 H -6.003 -0.592 -5.498  0.30
45 H 6.591 3.811 3.444  0.34
46 H -1.355 8.577 -0.703  0.23
47 O 6.863 9.896 -4.063  -0.29
48 O 0.857 -4.305 -6.882  -0.37
49 H 1.432 -10.339 6.724  0.28
50 O 0.609 -9.850 -2.022  -0.30
51 H 0.211 -1.699 -5.734  0.30
52 H -4.655 -4.128 4.114  0.32
53 C -8.947 0.419 -4.400  -0.71
54 O 3.345 -9.060 -1.270  -0.35
55 H 1.587 -0.352 -9.281  0.25
56 H 2.793 -5.470 4.984  0.25
57 H -5.789 10.396 -1.351  0.27
58 H 1.979 -2.070 -8.944  0.27
59 H 1.430 -1.196 2.349  0.23
60 C 3.927 6.884 -3.461  -0.77
61 H 3.165 -7.027 -1.886  0.25
62 H -1.592 0.792 7.062  0.30
63 C 0.916 -8.756 -1.177  -0.27
64 H 6.801 5.157 5.436  0.26
65 C 6.073 9.461 -5.142  -0.52
66 H 8.153 11.227 -4.952  0.30
67 C 5.589 1.643 4.742  -0.73
68 C 2.183 -9.210 -0.417  -0.49
69 C -0.332 -7.985 5.974  -0.41
70 C 1.598 -3.262 -6.207  -0.52
71 H 0.174 -11.230 5.863  0.25
72 O -4.488 -3.144 5.849  -0.31
73 O 4.872 5.703 4.811  -0.36
74 C -0.220 -9.608 -3.126  -0.79
75 H 6.542 11.874 -4.640  0.31
76 H 2.178 -6.499 6.341  0.27
77 H 5.248 3.114 2.637  0.48
78 C -1.670 -0.208 7.489  -0.74
79 H 7.699 11.566 -3.325  0.25
80 O 0.816 -1.175 -7.562  -0.35
81 O -8.006 -0.516 -4.930  -0.39
82 H -0.339 -4.661 -5.279  0.31
83 C 0.481 -0.887 1.909  -0.32
84 H 1.447 1.791 0.905  0.22
85 H -0.260 -1.537 2.374  0.23
86 H 4.006 -7.283 -0.322  0.30
87 C 0.428 -10.266 6.304  -0.75
88 H 3.185 6.606 -4.210  0.31
89 C -2.024 7.773 -0.398  -0.58
90 O 1.094 -6.552 4.577  -0.31
91 C -3.713 6.462 -1.644  -0.40
92 C 5.559 8.040 -4.824  -0.54
93 H -4.287 -0.901 7.336  0.36
94 H -9.007 1.428 -4.807  0.30
95 H 2.787 -0.718 -8.106  0.32
96 H 0.208 -8.502 -0.388  0.30
97 H 2.039 -10.247 -0.113  0.31
98 H -3.999 6.166 -2.654  0.31
99 H -4.841 7.162 0.045  0.35
100 C 1.130 -1.811 -6.310  -0.49
101 O 0.489 0.229 -0.143  -0.35
102 H -0.668 -0.620 7.604  0.23
103 H -6.777 -1.231 -2.951  0.38
104 H 1.853 -1.131 -5.860  0.43
105 O 0.531 -1.984 -0.357  -0.65
106 H -6.288 -3.649 4.822  0.29
107 H 0.365 -9.200 -3.950  0.31
108 C 1.841 -1.079 -8.510  -0.70
109 C -5.706 0.541 -1.195  -0.69
110 C -0.244 -6.847 4.995  -0.58
111 H -9.949 0.050 -4.615  0.29
112 H 3.260 6.988 -2.605  0.27
113 C 1.916 -5.891 5.475  -0.71
114 H -4.821 -0.090 -1.283  0.29
115 C -5.275 -4.008 5.003  -0.73
116 H -2.174 -0.103 8.449  0.30
117 H 5.258 10.134 -5.409  0.33
118 H -0.211 -10.129 7.176  0.32
119 C -4.915 7.185 -1.042  -0.65
120 H -5.417 1.454 -0.674  0.23
121 H 6.287 7.243 -4.674  0.37
122 H 0.843 0.998 2.886  0.27
123 H 5.498 5.750 2.848  0.34
124 H -0.820 0.686 2.569  0.24
125 O -4.938 8.510 -1.596  -0.31
126 O 0.248 -9.148 5.374  -0.30
127 H -1.360 -8.217 6.253  0.40
128 H 1.714 -3.683 -5.208  0.43
129 C -6.002 9.372 -1.042  -0.75
130 H -8.890 0.450 -3.312  0.28
131 C 0.519 -0.978 0.380  0.56
132 H -6.155 9.308 0.035  0.30
133 C 4.893 5.123 3.504  -0.48
134 H 6.640 6.755 4.692  0.30
135 H -6.451 0.057 -0.564  0.27
136 C 0.476 1.310 0.784  -0.27
137 C 3.803 -7.697 -1.310  -0.67
138 C 7.305 11.189 -4.269  -0.75
139 H -1.130 -9.023 -2.992  0.31
140 C -4.349 -1.840 5.331  -0.47

Molecular formula: C37H44B2CeN15O4
Method: DFT, ωB97M-V with the def2-TZVPD basis set

Results
Multiplicity: 2
Highest occupied orbital energy (spin up / spin down), eV: -13.5 / -13.5
⟨S²⟩: 0.770
Net charge: +2

Last column: Mulliken charge in e.
Cartesian coordinates (Å):
1 H 1.062 6.118 -2.532  0.52
2 N -2.004 1.537 0.550  0.23
3 C -2.722 2.247 3.550  -1.90
4 C 4.506 -4.964 1.705  -1.15
5 H 1.871 1.775 -3.645  0.20
6 H -4.736 -3.765 2.217  0.48
7 H -1.047 -2.731 -2.758  0.19
8 H 1.888 -5.024 -0.294  0.35
9 C 1.035 5.410 -1.710  -0.63
10 H 2.977 -1.241 -4.145  0.51
11 H 0.139 -5.209 -2.487  0.49
12 O 0.358 1.958 -1.134  0.74
13 C 1.575 2.622 1.366  -0.33
14 N -2.432 -1.406 -0.262  0.66
15 H -0.680 2.023 2.912  0.34
16 O 2.900 7.433 0.729  -0.55
17 H -3.443 -4.425 3.087  0.50
18 Ce -0.291 0.036 -0.344  -1.51
19 H 4.439 -3.401 0.046  0.65
20 N 2.183 -0.146 -0.187  0.53
21 C -2.772 -3.488 1.349  1.18
22 N -3.385 -0.527 -0.786  -0.15
23 H 2.249 -0.599 -2.628  0.10
24 N 2.819 -3.497 1.394  0.00
25 H 2.169 2.991 2.227  0.23
26 H 2.904 1.662 -0.942  0.69
27 H -0.915 -3.469 2.490  0.24
28 N 0.338 -2.197 -1.092  1.09
29 C -1.367 -3.982 1.684  -1.39
30 C -0.284 -0.132 -3.990  -0.26
31 H 2.420 1.281 -5.233  0.45
32 N -0.189 -1.265 1.672  1.05
33 H -0.108 3.993 -2.765  0.67
34 C 0.536 4.151 -1.900  -0.71
35 C -0.690 -0.865 2.790  -0.11
36 H -2.316 4.659 0.584  0.68
37 N -2.116 0.201 -2.844  -0.08
38 C -1.504 2.680 2.734  1.42
39 H -1.479 -5.090 1.953  0.55
40 H -3.551 0.454 -4.348  0.55
41 C 0.039 -1.351 3.909  -1.83
42 N 2.774 -1.170 0.457  0.35
43 C 4.107 -0.854 0.622  -0.33
44 H 5.438 -5.455 1.512  0.47
45 H -3.912 1.173 -2.086  -0.16
46 H -2.999 3.364 -1.782  0.66
47 H 1.942 -2.566 3.598  0.69
48 H -1.621 -0.327 3.094  0.10
49 N -0.789 -0.084 -2.733  1.66
50 C -3.140 -2.289 0.503  0.19
51 H -3.138 1.221 3.256  0.22
52 H -0.674 -3.861 0.842  0.05
53 H -5.417 -0.155 -0.749  0.49
54 C -3.708 -3.553 2.574  -1.56
55 C 0.736 3.194 -0.899  -0.46
56 C 3.387 -5.199 2.556  -0.33
57 B -3.011 0.629 -1.663  -0.01
58 H -0.026 -1.060 4.921  0.59
59 H 4.613 -1.676 1.087  0.96
60 C 2.005 4.789 0.360  -0.37
61 C -1.166 4.138 3.071  -1.74
62 H 1.520 -1.966 -3.334  0.20
63 C -1.868 2.675 1.278  0.03
64 N 2.469 7.089 -0.405  0.94
65 C 2.002 -1.008 -3.581  -1.36
66 C 1.592 1.308 -4.532  -1.54
67 H -1.325 0.007 -6.009  0.55
68 H -2.119 4.794 3.021  0.32
69 H -5.311 -2.400 0.959  0.41
70 B 1.919 -2.552 0.773  0.38
71 H 3.159 -5.920 3.359  0.47
72 H 1.116 -0.549 -5.471  0.71
73 C 3.050 0.785 -0.346  -0.08
74 N -2.442 1.728 -0.678  0.69
75 H -3.548 2.862 3.402  0.48
76 C 4.039 -3.906 0.957  -0.45
77 C 1.254 -4.272 -0.850  -0.23
78 H -0.434 4.539 2.346  0.31
79 C 1.069 -2.001 3.293  -0.35
80 C 1.094 -0.141 -4.431  0.38
81 N 2.379 -4.405 2.328  -0.87
82 C -1.350 0.072 -4.927  -1.39
83 H -3.631 -2.660 3.228  0.21
84 C -2.323 3.636 0.361  -0.81
85 H 2.594 4.929 1.303  0.45
86 O 1.003 1.517 1.436  -0.61
87 N 1.174 -2.937 -0.448  0.71
88 H -2.466 2.250 4.559  0.54
89 C -0.204 -2.950 -2.055  -0.19
90 C 1.478 3.506 0.223  1.34
91 O 2.578 7.727 -1.432  -0.54
92 C 1.740 5.727 -0.575  -0.64
93 H 0.884 1.979 -5.020  0.41
94 C -4.595 -0.820 -0.457  -0.41
95 H -0.580 4.228 3.968  0.45
96 H -3.032 -4.164 0.504  0.24
97 N 1.023 -1.889 1.926  0.61
98 C 4.337 0.422 0.206  -1.77
99 C -2.493 0.288 -4.156  -0.43
100 C -2.701 3.037 -0.824  -0.89
101 C -4.514 -1.950 0.384  -1.52
102 C 0.408 -4.291 -1.959  -1.45
103 H 5.279 0.966 0.217  0.55

Number 1: maximum force 1.91 eV Å⁻¹. Number 2: maximum force 1.62 eV Å⁻¹. Number 3: maximum force 3.98 eV Å⁻¹. Number 4: maximum force 4.83 eV Å⁻¹.